Formula: C37H48N9O
Source: OMol25
Level of theory: ωB97M-V with the def2-TZVPD basis set

Calculated values
Charge: -1
Energy relative to the best compared isomer or geometry (same formula, charge and spin): 146.0 kcal/mol
Gap between HOMO and LUMO: 8.340 eV
2S+1: 1
Max |F|: 10.6 eV/A

The geometry in XYZ format:
```
95
Properties=species:S:1:pos:R:3:forces:R:3
C 0.2721 -0.0828 0.6736 -6.735 0.739 0.582
O -0.0489 -1.4238 0.7286 -0.747 -0.205 -0.909
H 0.1821 0.4582 -0.3154 -1.238 -0.514 0.523
H 1.2171 0.0372 0.7646 6.809 0.994 1.657
H -0.3249 0.4652 1.5746 1.512 -0.351 -2.195
N -2.6109 2.8842 -1.9734 4.281 -1.415 -0.039
C -3.0839 2.0892 -0.9594 -2.071 -0.890 -0.446
C -4.3139 2.5832 -0.5494 -1.156 2.639 -0.303
C -4.3819 3.9812 -1.2814 -4.064 -1.612 3.837
C -3.2989 4.0402 -2.0384 0.409 1.874 -2.241
H -1.6149 2.6272 -2.3864 -3.091 1.381 1.103
H -2.6319 1.0992 -0.8324 -0.200 0.607 0.206
H -5.2119 2.2002 0.1096 2.588 0.588 -1.296
H -5.2779 4.7722 -1.0864 2.617 -2.057 -0.774
H -3.0919 4.8792 -2.7244 0.414 -0.858 0.375
N 2.0701 -2.1738 -0.8304 -1.823 0.216 0.887
C 2.4881 -3.4888 -1.2604 -3.234 1.675 2.061
C 3.5151 -3.2608 -2.1014 -1.786 4.470 1.601
C 3.6351 -1.7278 -2.1934 5.739 -2.254 -4.958
C 2.7371 -1.1078 -1.4724 -2.179 -1.142 2.034
H 1.2821 -1.9058 -0.1734 0.608 -1.180 -0.614
H 1.7851 -4.4518 -0.9524 2.336 2.787 -0.736
H 3.8661 -4.1068 -2.5024 2.391 -2.230 -2.288
H 4.4871 -1.2368 -2.9034 -2.365 -1.136 1.867
H 2.4271 -0.0338 -1.3634 0.547 -1.474 0.029
N 4.0171 1.7832 2.9136 -1.695 0.722 0.706
C 3.8241 1.1732 1.6556 -0.189 -1.312 2.240
C 4.4011 1.8752 0.6356 1.842 2.403 4.509
C 5.0571 3.1012 1.4206 -4.378 -5.481 0.079
C 4.6501 3.0292 2.7056 -0.061 -2.444 -0.449
H 3.4291 1.4932 3.8216 1.883 1.037 -3.091
H 3.3531 0.1862 1.8786 0.301 0.769 -1.454
H 4.7691 1.6012 -0.3004 -0.197 -0.533 -1.400
H 5.6251 3.7482 0.9586 2.732 3.480 -2.060
H 4.8901 3.6202 3.5306 0.231 0.947 1.015
N 1.1691 -2.0438 3.0496 0.113 -1.067 -0.734
C 0.4531 -2.4498 4.1726 0.424 0.874 -3.371
C 1.3141 -3.0078 5.0386 1.781 1.472 -1.144
C 2.6481 -2.8368 4.3906 0.776 -2.961 2.758
C 2.5141 -2.4978 3.0796 -5.282 1.383 4.680
H 0.7231 -1.6568 2.2026 -0.093 -0.731 0.049
H -0.6149 -2.4168 4.0186 -0.138 0.232 0.774
H 0.9561 -3.1178 6.0196 0.499 -0.883 1.339
H 3.5531 -3.2188 4.9366 -0.817 0.538 -0.963
H 3.1041 -2.2398 2.3316 2.859 0.758 -3.118
N -0.3519 1.3282 -3.3344 -0.493 3.723 -2.016
C -0.9919 2.1372 -4.3944 1.633 -0.895 3.042
C -0.4129 3.3722 -4.3204 2.135 -0.257 0.289
C 0.7321 3.3622 -3.2454 -7.710 -5.560 -4.630
C 0.5691 2.1362 -2.6754 -0.341 -0.458 0.088
H -0.7469 0.4832 -3.0504 -0.393 -1.559 0.717
H -1.9409 1.8162 -4.8404 0.860 -0.037 -0.006
H -0.7069 4.0642 -5.1014 0.402 0.583 0.491
H 1.3771 3.9242 -2.8354 4.219 5.086 2.272
H 0.9651 1.9482 -1.6704 0.034 -0.685 -0.776
N -1.1399 -1.6068 -1.8714 -0.214 0.343 3.047
C -2.5569 -1.4438 -2.0014 2.660 0.914 0.722
C -2.9249 -1.5018 -3.3274 7.541 -0.346 2.024
C -1.5549 -1.7638 -4.0044 -5.813 0.808 -2.267
C -0.6159 -1.7698 -3.1024 4.763 -0.697 0.279
H -0.5829 -1.6648 -0.8934 -1.505 0.356 -1.988
H -3.0849 -1.0008 -1.1354 0.072 -1.057 -0.553
H -3.8959 -1.6388 -3.2744 -4.957 -0.316 -2.076
H -1.4379 -1.6728 -5.0594 0.235 -0.435 -0.527
H 0.5381 -1.8788 -3.4244 -2.805 0.270 1.533
N 2.0451 3.8452 0.7776 0.976 -0.644 -0.472
C 2.0181 5.2022 0.4866 1.059 -0.744 0.250
C 0.7701 5.5722 0.1326 -1.370 0.719 -0.103
C -0.0709 4.3502 0.1486 -0.168 3.845 -1.238
C 0.7261 3.3702 0.4656 3.233 -3.453 2.390
H 3.0201 3.3062 0.9676 -3.525 1.438 -0.802
H 2.9341 5.8052 0.4446 -0.486 -0.388 0.393
H 0.5261 6.6572 0.0026 -0.148 -1.403 -0.225
H -1.0559 4.2302 -0.2434 -0.583 0.143 0.244
H 0.4421 2.3212 0.6966 0.486 0.991 -0.400
N -0.8109 -4.2718 0.6336 0.174 4.656 -0.098
C -0.2569 -5.1438 1.5156 1.309 -0.414 2.080
C -0.5359 -6.3758 1.0556 -2.427 -3.199 -2.862
C -1.4649 -6.2098 -0.2204 3.361 0.619 4.060
C -1.4889 -4.8708 -0.4034 -0.287 -0.179 -0.219
H -0.6949 -3.1928 0.7266 -0.171 -2.452 -0.269
H 0.3141 -4.9088 2.5346 -1.345 0.024 -2.787
H -0.2609 -7.4378 1.3466 -0.243 1.885 0.201
H -1.9939 -6.9788 -0.6784 -0.481 -1.040 -1.000
H -1.9229 -4.3588 -1.2734 0.235 0.274 0.902
N -2.6649 -0.5658 1.8796 1.326 2.997 2.082
C -3.0739 0.6092 2.6476 -2.109 -2.857 -2.271
C -4.4419 0.6602 2.7146 0.033 -3.698 -0.725
C -4.8219 -0.6708 2.0046 -0.705 2.281 1.133
C -3.7089 -1.3378 1.5476 -0.969 -0.313 0.360
H -1.7269 -0.7628 1.5446 0.071 -0.153 0.207
H -2.5319 1.2782 3.1926 2.505 1.319 0.698
H -5.0809 1.2792 3.4296 1.014 -0.905 -1.552
H -5.8599 -0.8898 1.9246 -0.431 -0.742 -0.216
H -3.4769 -2.3808 1.1536 -0.810 1.758 0.249
```
Positions in Å, forces in eV/Å.